Molecular formula: C3H3N2P
Method: DFT, ωB97M-V with the def2-TZVPD basis set

Cartesian coordinates (Å):
C (-1.2155, 0.2153, -0.1699)
P (0.3035, -0.1798, -1.0966)
C (1.0001, -1.5322, -0.2281)
N (1.5295, -2.3774, 0.3306)
C (1.2132, 1.0077, 0.1069)
N (1.7945, 1.6592, 0.8545)
H (-1.1064, 1.2963, -0.0427)
H (-1.2725, -0.3161, 0.7607)
H (-2.2465, 0.2270, -0.5154)

Results
**F_max**: 2.40 eV/Å
**2S+1**: 1
**Charge**: 0
**Kohn-Sham gap**: 10.77 eV
**SMILES**: CP(C#N)C#N
**E_tot**: -15426.777 eV
**E_LUMO**: -0.009 hartree

Just the Mulliken charges please, in e? Sure, here they are:
1 C -0.94
2 P 0.07
3 C 0.33
4 N -0.32
5 C 0.20
6 N -0.35
7 H 0.30
8 H 0.34
9 H 0.37

***

Molecular formula: C3H3N2PS
Method: DFT, ωB97M-V with the def2-TZVPD basis set

Cartesian coordinates (Å):
C (-0.1124, 0.7170, -0.0930)
C (0.4048, 0.8191, 1.1469)
C (-0.2773, -1.2740, 0.7192)
N (-0.4690, -0.5839, -0.3696)
N (0.2839, -0.5274, 1.6902)
P (-0.8850, -0.0355, -2.9065)
S (0.0135, -1.4579, -3.8169)
H (-0.4304, 1.5722, -0.5881)
H (0.9373, 1.5463, 1.5840)
H (0.5345, -0.7759, 2.6339)

Results
**F_max**: 5.02 eV/Å
**2S+1**: 1
**Charge**: 0
**Kohn-Sham gap (spin up / spin down)**: 9.57 / 4.82 eV
**E_tot**: -26259.626 eV
**E_LUMO (spin up / spin down)**: -0.004 / -0.071 hartree

Just the Mulliken charges please, in e? Sure, here they are:
1 C -0.17
2 C -0.51
3 C 0.15
4 N -0.39
5 N -0.10
6 P 0.23
7 S -0.24
8 H 0.39
9 H 0.45
10 H 0.18

***

Molecular formula: C3H3N2S
Method: DFT, ωB97M-V with the def2-TZVPD basis set

Cartesian coordinates (Å):
S (3.4547, -1.2017, -0.0770)
N (1.9160, -0.5176, 0.0537)
C (0.8597, -0.9765, -0.5741)
C (-0.3733, 0.1509, 0.0039)
C (0.4392, 0.9006, 0.7838)
N (1.7352, 0.5440, 0.8340)
H (0.7932, -1.8510, -1.1806)
H (-1.3964, 0.1420, -0.3012)
H (0.1542, 1.7386, 1.4025)

Results
**F_max**: 6.65 eV/Å
**2S+1**: 1
**Charge**: -1
**Kohn-Sham gap**: 7.08 eV
**SMILES**: [S-]n1cccn1
**E_tot**: -16973.722 eV
**E_LUMO**: 0.155 hartree

Just the Mulliken charges please, in e? Sure, here they are:
1 S -0.61
2 N 0.56
3 C -0.31
4 C -0.50
5 C -0.32
6 N -0.88
7 H 0.35
8 H 0.32
9 H 0.38

***

Molecular formula: C3H3N2S
Method: DFT, ωB97M-V with the def2-TZVPD basis set

Cartesian coordinates (Å):
C (-0.2245, -0.0333, 1.3923)
C (1.2232, 0.8976, 0.0764)
C (0.5014, -0.0521, -0.6838)
N (0.5686, 0.9162, 1.2826)
N (-0.5217, -0.5088, 0.0520)
S (-1.5557, -1.6267, -0.4491)
H (2.0388, 1.6240, -0.0049)
H (0.7720, -0.1846, -1.7468)
H (-2.8021, -1.0323, 0.0813)

Results
**<S²>**: 2.02
**F_max**: 4.42 eV/Å
**2S+1**: 3
**Charge**: +1
**Kohn-Sham gap (spin up / spin down)**: 10.28 / 6.29 eV
**E_tot**: -16961.739 eV
**E_LUMO (spin up / spin down)**: -0.173 / -0.319 hartree

Just the Mulliken charges please, in e? Sure, here they are:
1 C 0.39
2 C -0.12
3 C -0.06
4 N -0.33
5 N 0.04
6 S 0.00
7 H 0.41
8 H 0.41
9 H 0.26

***

Molecular formula: C3H3N2S2
Method: DFT, ωB97M-V with the def2-TZVPD basis set

Cartesian coordinates (Å):
C (0.0506, 0.4238, 0.3808)
C (0.7473, -0.4054, 1.1149)
C (0.3812, 0.8885, -1.0444)
N (-0.9430, -2.1660, 0.2783)
N (-1.8865, -1.5835, 0.1235)
S (1.8893, -0.9018, 2.0901)
S (-1.4893, 0.6740, 1.1661)
H (-0.3180, 0.4905, -1.6478)
H (0.2126, 2.0230, -1.2121)
H (1.3558, 0.5569, -1.2494)

Results
**F_max**: 4.22 eV/Å
**2S+1**: 1
**Charge**: -1
**Kohn-Sham gap**: 6.11 eV
**E_tot**: -27810.345 eV
**E_LUMO**: 0.130 hartree

Just the Mulliken charges please, in e? Sure, here they are:
1 C 0.42
2 C -0.20
3 C -1.05
4 N -0.04
5 N -0.07
6 S -0.47
7 S -0.50
8 H 0.31
9 H 0.23
10 H 0.36

***

Molecular formula: C3H3N3
Method: DFT, ωB97M-V with the def2-TZVPD basis set

Cartesian coordinates (Å):
C (-1.0014, -0.2585, -1.3504)
C (0.3562, 0.6822, 0.2982)
C (1.0872, 0.8077, 1.3624)
N (-0.3178, 0.7552, -0.7199)
N (-0.8566, -1.4215, -0.8543)
N (-0.4736, -2.2345, -0.1561)
H (-1.5955, -0.0476, -2.2156)
H (2.1529, 0.6535, 1.3233)
H (0.6486, 1.0636, 2.3124)

Results
**F_max**: 2.11 eV/Å
**2S+1**: 1
**Charge**: 0
**Kohn-Sham gap**: 8.72 eV
**E_tot**: -7626.254 eV
**E_LUMO**: 0.010 hartree

Just the Mulliken charges please, in e? Sure, here they are:
1 C -0.03
2 C 0.60
3 C -0.94
4 N -0.36
5 N 0.40
6 N -0.49
7 H 0.36
8 H 0.24
9 H 0.24

***

Molecular formula: C3H3N3
Method: DFT, ωB97M-V with the def2-TZVPD basis set

Cartesian coordinates (Å):
C (1.8031, -0.6815, 0.0907)
N (0.5413, -0.3325, -0.0481)
N (0.1977, 0.9747, -0.0803)
C (-1.1401, 0.9982, 0.0798)
C (-1.9691, -0.1674, 0.1955)
N (-2.6274, -1.0620, -0.1028)
H (2.1299, -1.6409, 0.0318)
H (2.7342, 0.0096, -0.0584)
H (-1.6695, 1.9018, -0.1081)

Results
**F_max**: 5.72 eV/Å
**2S+1**: 1
**Charge**: 0
**Kohn-Sham gap**: 8.94 eV
**SMILES**: C=N/N=C\C#N
**E_tot**: -7626.402 eV
**E_LUMO**: -0.040 hartree

Just the Mulliken charges please, in e? Sure, here they are:
1 C -0.27
2 N -0.21
3 N -0.39
4 C -0.16
5 C 0.49
6 N -0.35
7 H 0.30
8 H 0.22
9 H 0.37

***

Molecular formula: C3H3N3O
Method: DFT, ωB97M-V with the def2-TZVPD basis set

Cartesian coordinates (Å):
O (0.6664, -0.7441, -1.8728)
C (0.2816, -0.3226, -0.6938)
C (1.1980, 0.1849, 0.1088)
N (0.7063, 0.3488, 1.3582)
N (-0.5536, 0.4425, 1.6453)
N (-1.5292, 0.4307, 0.5735)
C (-1.0939, -0.0937, -0.5613)
H (1.6348, -1.3394, -1.9615)
H (2.2549, 0.2389, 0.0334)
H (-1.9001, -0.1120, -1.2510)

Results
**F_max**: 6.96 eV/Å
**2S+1**: 1
**Charge**: 0
**Kohn-Sham gap**: 9.33 eV
**SMILES**: Oc1cnnnc1
**E_tot**: -9673.433 eV
**E_LUMO**: -0.005 hartree

Just the Mulliken charges please, in e? Sure, here they are:
1 O -0.56
2 C 0.65
3 C -0.41
4 N -0.11
5 N -0.33
6 N -0.25
7 C -0.34
8 H 0.40
9 H 0.44
10 H 0.49

***

Molecular formula: C3H3N3O
Method: DFT, ωB97M-V with the def2-TZVPD basis set

Cartesian coordinates (Å):
N (0.9884, -1.4772, 1.5490)
C (1.1365, -0.4124, 1.1108)
N (1.1759, 0.7647, 0.4595)
N (0.0049, 1.3815, 0.0713)
C (-0.9280, 0.6372, -0.3953)
C (-0.8287, -0.7975, -0.8324)
O (0.2139, -1.3283, -1.1459)
H (1.8945, 1.4255, 0.7122)
H (-1.8724, 1.1452, -0.6036)
H (-1.7851, -1.3386, -0.9256)

Results
**F_max**: 1.12 eV/Å
**2S+1**: 1
**Charge**: 0
**Kohn-Sham gap**: 9.23 eV
**SMILES**: N#CN/N=C\C=O
**E_tot**: -9674.527 eV
**E_LUMO**: -0.023 hartree

Just the Mulliken charges please, in e? Sure, here they are:
1 N -0.43
2 C 0.41
3 N -0.04
4 N -0.48
5 C -0.01
6 C -0.02
7 O -0.41
8 H 0.29
9 H 0.37
10 H 0.32

***

Molecular formula: C3H3N3O
Method: DFT, ωB97M-V with the def2-TZVPD basis set

Cartesian coordinates (Å):
O (-1.0265, 2.2219, 0.6913)
C (-0.5207, 1.2416, 0.1924)
C (-1.3099, 0.0291, -0.1412)
N (-0.7958, -1.1509, -0.1317)
N (0.5481, -1.1793, 0.0358)
C (1.3121, -0.0658, -0.1058)
N (0.8461, 1.1347, -0.0958)
H (-2.3783, 0.1090, -0.3183)
H (0.9481, -2.0974, 0.1331)
H (2.3766, -0.2429, -0.2597)

Results
**F_max**: 0.42 eV/Å
**2S+1**: 1
**Charge**: 0
**Kohn-Sham gap**: 10.20 eV
**SMILES**: O=c1cn[nH]cn1
**E_tot**: -9676.334 eV
**E_LUMO**: 0.016 hartree

Just the Mulliken charges please, in e? Sure, here they are:
1 O -0.53
2 C 0.43
3 C -0.06
4 N -0.57
5 N 0.12
6 C 0.06
7 N -0.46
8 H 0.42
9 H 0.23
10 H 0.38

***

Sequential ΔE to the lowest compared entry with this formula, charge and spin output: 51.9, 377.2, 226.1, 22.3, 52.3, 318.0, 303.7, 388.0, 282.4, 108.1 kJ/mol